(1)
This record from OMol25 describes a single C9H13NO2Si molecule. The level of theory is the ωB97M-V functional and the def2-TZVPD basis.

Each line ends with the natural charge from an NBO analysis.
Cartesian coordinates (Å):
1 C -3.66606 -1.37652 -0.44831  -0.206
2 C -3.35406 -0.14091 -1.11135  -0.203
3 C -2.69741 -1.80014 0.45651  -0.196
4 C -2.03711 0.41436 -1.04080  -0.206
5 C -1.48012 -1.22930 0.53993  -0.211
6 C -1.13572 -0.17908 -0.19313  -0.442
7 C 1.01088 0.49663 2.06348  -1.142
8 C 0.87985 2.04120 -0.96161  -1.145
9 C 2.84798 -2.27144 -1.17448  -0.280
10 N 2.49646 -1.55674 -0.15872  0.407
11 O 2.84331 -1.64391 0.97094  -0.446
12 O 1.76392 -0.40850 -0.54310  -0.756
13 Si 0.62477 0.56843 0.18324  1.838
14 H -4.51627 -1.98394 -0.54424  0.217
15 H -4.06692 0.18047 -1.85305  0.210
16 H -2.83598 -2.60153 1.15096  0.204
17 H -1.75412 1.39208 -1.41850  0.215
18 H -0.87210 -1.61601 1.25709  0.199
19 H 0.20779 0.98950 2.69483  0.243
20 H 1.11947 -0.55704 2.35773  0.262
21 H 2.18000 0.95731 2.24736  0.256
22 H 1.75081 2.63529 -0.80600  0.251
23 H 1.19798 1.71072 -2.00045  0.262
24 H 0.13152 2.76216 -1.10914  0.237
25 H 3.30505 -3.25067 -0.86170  0.214
26 H 2.68905 -1.92446 -2.17829  0.220

DFT total energy ... -23003.1008 eV
E_HOMO ... -8.99 eV
2S+1 ... 1
SMILES ... C=[N+]([O-])O[Si](C)(C)c1ccccc1

***

(2)
This record from OMol25 describes a molecular structure, C9H13NOSSi. The level of theory is the ωB97M-V functional and the def2-TZVPD basis.

Each line ends with the natural charge from an NBO analysis.
Cartesian coordinates (Å):
1 C 0.20152 2.64740 0.52489  0.228
2 C 3.15045 0.38463 -1.45771  -0.263
3 C 2.15612 1.18268 -0.93217  -0.205
4 C 3.65286 -0.50029 -0.54795  -0.390
5 C 1.78555 0.79471 0.36671  -0.312
6 C -3.10576 -0.74981 1.37947  -1.113
7 C -0.71972 -2.35482 -0.00435  -1.099
8 C -1.64892 0.33073 -1.23318  -1.115
9 C 0.73980 1.49818 1.11502  -0.004
10 N -0.26061 3.60802 0.13784  -0.241
11 O -0.59001 0.28877 1.57534  -0.947
12 Si -1.39232 -0.58486 0.42714  1.843
13 S 2.74401 -0.49003 0.91306  0.533
14 H 3.57199 0.47983 -2.44521  0.236
15 H 1.54089 1.92031 -1.49756  0.246
16 H 4.33321 -1.31892 -0.77134  0.247
17 H -2.91997 -0.50242 2.49904  0.242
18 H -3.97166 -0.13638 1.23048  0.237
19 H -3.41508 -1.79505 1.26827  0.222
20 H 0.23002 -2.25088 -0.35760  0.223
21 H -0.83465 -2.97142 0.88270  0.232
22 H -1.20551 -2.80175 -0.84017  0.235
23 H -2.64596 0.58811 -1.13872  0.238
24 H -0.86832 1.16302 -1.10301  0.222
25 H -1.48214 -0.27195 -2.12512  0.237
26 H 0.95421 1.84217 2.13412  0.267

DFT total energy ... -31792.8960 eV
E_HOMO ... -9.39 eV
2S+1 ... 1

***

(3)
This record from OMol25 describes a gas-phase ion, C9H13O (charge +1). The level of theory is the ωB97M-V functional and the def2-TZVPD basis.

Each line ends with the natural charge from an NBO analysis.
Cartesian coordinates (Å):
1 C -0.03768 0.06933 1.99738  0.094
2 C -1.06853 1.03684 0.75005  0.138
3 C -2.39974 0.62391 0.34702  -0.428
4 C 1.02524 -0.94573 -1.14096  -0.454
5 C -0.45683 -0.87424 -0.71833  -0.199
6 C 0.68375 -1.36796 0.25873  0.078
7 C -1.05765 0.43378 -0.56273  -0.152
8 C -1.25395 1.13490 -1.85574  -0.588
9 C 2.33927 0.05160 1.54718  -0.294
10 O 1.04729 -0.43563 1.35027  -0.354
11 H 0.10586 0.55854 2.99671  0.222
12 H -2.87203 -0.28045 0.70526  0.244
13 H -3.05875 1.32951 -0.06832  0.249
14 H 1.18952 -1.66241 -1.97392  0.271
15 H 1.59920 0.02001 -1.36697  0.256
16 H -1.08344 -1.62831 -1.08059  0.254
17 H 0.84512 -2.41280 0.59832  0.258
18 H -0.33308 1.12335 -2.38060  0.219
19 H -1.59844 2.11757 -1.53507  0.232
20 H -2.04495 0.63222 -2.56167  0.236
21 H 2.63861 1.04142 1.06665  0.238
22 H 2.65750 0.12259 2.53553  0.237
23 H 3.13372 -0.68804 1.09181  0.243

DFT total energy ... -11575.1586 eV
Net charge ... +1
E_HOMO (alpha / beta) ... -12.31 / -13.00 eV
2S+1 ... 1

***

The following ΔE to the lowest compared entry with this formula, charge and spin values (in kcal per mole) correspond, in order, to the records above: 32.68 21.25 185.27.